{"formula": "C27H24N2O6", "method": "ωB97M-V/def2-TZVPD", "symbols": ["C", "C", "O", "C", "C", "C", "C", "C", "C", "H", "H", "N", "C", "O", "C", "H", "H", "O", "C", "O", "C", "C", "C", "C", "C", "C", "H", "C", "O", "N", "C", "O", "C", "H", "H", "C", "C", "C", "C", "C", "C", "C", "H", "H", "H", "H", "H", "H", "H", "H", "H", "H", "H", "H", "H", "H", "H", "H", "H"], "positions_angstrom": [[-7.593168, -2.499585, -1.055604], [-6.670474, -2.961610, 0.068648], [-5.302756, -2.771845, -0.234884], [-4.757532, -1.527990, -0.162529], [-5.398186, -0.379444, 0.290762], [-4.728391, 0.830853, 0.335711], [-3.405210, 0.916793, -0.072923], [-2.758182, -0.232081, -0.524867], [-3.423857, -1.435773, -0.569215], [-2.930658, -2.330310, -0.914707], [-1.725621, -0.177497, -0.842018], [-2.673595, 2.113596, -0.050693], [-3.048388, 3.333552, 0.388914], [-4.140547, 3.646043, 0.803697], [-1.923838, 4.382492, 0.316095], [-1.800654, 4.806369, 1.318721], [-2.227141, 5.171424, -0.375924], [-0.686637, 3.868038, -0.153178], [0.203954, 3.464307, 0.775060], [0.021018, 3.551315, 1.959843], [1.417459, 2.871323, 0.151514], [1.703025, 3.053654, -1.200196], [2.826981, 2.474659, -1.776945], [3.639217, 1.703787, -0.970882], [3.357064, 1.522666, 0.386215], [2.256310, 2.106209, 0.969815], [2.025656, 1.977251, 2.015793], [4.393253, 0.623344, 0.955685], [4.525185, 0.224141, 2.081694], [5.241055, 0.323557, -0.104381], [4.857406, 0.914050, -1.296557], [5.418254, 0.782030, -2.353686], [6.250896, -0.706935, -0.015911], [6.500396, -0.813069, 1.042018], [7.129615, -0.388528, -0.580770], [5.700465, -2.031883, -0.575645], [4.362605, -2.316549, 0.048323], [3.197275, -1.879787, -0.569959], [1.969116, -2.037695, 0.047458], [1.891625, -2.637720, 1.291852], [3.046287, -3.086685, 1.909960], [4.273423, -2.924066, 1.293629], [5.172908, -3.264185, 1.785786], [2.990990, -3.557052, 2.880165], [0.934297, -2.755074, 1.777270], [1.071817, -1.688852, -0.443593], [3.252407, -1.411547, -1.544327], [6.413205, -2.826488, -0.353484], [5.599775, -1.941504, -1.658496], [3.056061, 2.612085, -2.822167], [1.038278, 3.655559, -1.800384], [-1.728321, 2.030584, -0.402842], [-5.234415, 1.712855, 0.690511], [-6.424196, -0.404809, 0.620810], [-6.929423, -2.470123, 1.014399], [-6.767562, -4.042307, 0.206153], [-7.490830, -1.431296, -1.229598], [-7.342664, -3.022322, -1.975284], [-8.625060, -2.717913, -0.794863]], "atomic_forces_ev_per_a": [[0.35, -0.05, 0.22], [-0.42, -0.03, -0.05], [0.24, -0.01, -0.07], [0.17, 0.19, -0.01], [-0.07, -0.44, -0.05], [0.15, 0.22, 0.00], [-0.36, -0.20, 0.07], [-0.14, 0.08, 0.06], [-0.21, -0.06, 0.04], [0.07, -0.10, -0.05], [0.12, -0.01, -0.04], [0.50, -0.17, -0.20], [0.64, 0.21, -0.15], [-0.20, 0.14, 0.11], [-0.50, 0.32, 0.44], [-0.09, -0.09, -0.22], [0.03, -0.15, 0.07], [0.10, -0.03, -0.34], [0.02, 0.01, 0.40], [0.02, -0.05, -0.18], [0.23, -0.15, 0.00], [-0.02, -0.02, 0.05], [0.19, -0.13, 0.04], [-0.47, 0.19, 0.46], [-0.23, 0.31, -0.56], [-0.01, 0.05, -0.07], [-0.02, -0.02, 0.10], [0.01, 0.04, 0.27], [-0.09, 0.07, -0.01], [0.43, -0.05, -0.03], [0.09, 0.04, 0.05], [-0.02, -0.04, -0.11], [0.17, -0.19, -0.13], [0.02, 0.05, -0.13], [-0.05, 0.00, 0.12], [-0.02, 0.17, 0.12], [0.07, -0.19, -0.12], [0.05, -0.07, -0.03], [-0.11, 0.06, -0.01], [-0.10, 0.00, 0.04], [0.01, -0.04, 0.09], [-0.04, -0.03, -0.08], [0.11, -0.03, 0.07], [-0.01, -0.04, 0.09], [-0.08, -0.02, 0.04], [-0.08, 0.02, -0.04], [0.02, 0.01, -0.11], [0.02, -0.02, -0.06], [0.05, -0.05, 0.02], [0.02, 0.01, -0.10], [-0.04, 0.02, -0.04], [-0.22, 0.16, 0.09], [-0.02, 0.03, 0.01], [-0.10, -0.04, 0.01], [0.07, -0.08, -0.04], [-0.02, 0.17, 0.07], [-0.05, 0.08, -0.04], [-0.01, -0.04, -0.08], [-0.13, 0.00, 0.01]], "energy_ev": -43655.7630, "lumo_energy_ev": -0.9, "e_above_lowest_kj_mol": 0.0, "orbital_gap_ev": 7.17, "spin_multiplicity": 1}